1.
{
  "formula": "C15H15NO2",
  "method": "ωB97M-V/def2-TZVPD",
  "smiles": "Cc1ccc([C@H](C[N+](=O)[O-])c2ccccc2)cc1",
  "total_energy_ev": -21378.7024,
  "e_homo_ev": -8.90,
  "multiplicity": 1,
  "max_force_ev_per_a": 5.60,
  "charge": 0,
  "orbital_gap_ev": 8.200,
  "de_lowest_ev": 4.824,
  "elements": ["C", "H", "H", "N", "O", "C", "C", "O", "C", "H", "H", "C", "H", "H", "H", "C", "C", "H", "C", "C", "H", "C", "C", "C", "C", "H", "H", "C", "H", "H", "C", "H", "H"],
  "coordinates": [[-0.820, -2.444, 1.914], [-1.969, -3.539, 5.550], [-1.211, -6.374, 1.825], [-1.620, -1.541, 1.270], [-1.910, -0.453, 1.879], [-3.270, -1.800, 5.447], [-3.818, -2.623, 2.836], [-2.271, -1.986, 0.249], [0.657, -6.803, 2.936], [0.819, -7.714, 2.358], [0.052, -3.370, 4.688], [-0.709, -4.759, 3.186], [-0.189, -1.956, 2.683], [1.855, -4.979, 5.480], [3.459, -7.108, 3.370], [-0.438, -6.038, 2.581], [0.183, -4.348, 4.221], [-2.003, -3.991, 1.594], [1.533, -6.368, 3.921], [-4.646, -1.678, 3.462], [-4.905, -0.397, 5.150], [-1.735, -3.812, 2.653], [1.209, -5.201, 4.641], [-2.547, -2.901, 4.891], [-4.285, -1.180, 4.719], [3.254, -6.859, 5.071], [-3.018, -1.393, 6.435], [-2.716, -3.155, 3.530], [-4.096, -3.042, 1.867], [-5.500, -1.293, 2.913], [2.753, -7.186, 4.185], [2.533, -8.240, 4.283], [-0.429, -3.220, 1.213]],
  "nbo_charge": [-0.29, 0.23, 0.22, 0.45, -0.37, -0.20, -0.21, -0.42, -0.21, 0.22, 0.21, -0.09, 0.24, 0.21, 0.22, -0.18, -0.14, 0.25, 0.00, -0.18, 0.22, -0.16, -0.23, -0.22, -0.22, 0.21, 0.22, -0.07, 0.23, 0.22, -0.63, 0.22, 0.25]
}



2.
{
  "formula": "C8H12Cl20",
  "method": "ωB97M-V/def2-TZVPD",
  "total_energy_ev": -258925.0151,
  "e_homo_ev": -9.40,
  "multiplicity": 1,
  "max_force_ev_per_a": 5.55,
  "charge": 0,
  "orbital_gap_ev": 9.517,
  "de_lowest_ev": 14.155,
  "elements": ["Cl", "H", "Cl", "C", "Cl", "Cl", "Cl", "Cl", "Cl", "C", "Cl", "Cl", "C", "Cl", "Cl", "C", "Cl", "Cl", "Cl", "H", "H", "H", "C", "H", "H", "H", "C", "Cl", "H", "Cl", "H", "C", "H", "H", "Cl", "C", "H", "Cl", "Cl", "Cl"],
  "coordinates": [[0.752, -3.257, -0.418], [0.907, -1.460, 0.172], [2.808, 1.842, -4.654], [-1.155, 1.695, -2.574], [-1.683, -3.748, -1.951], [0.040, 1.211, 2.818], [-1.316, -0.837, 1.846], [0.315, 3.553, 1.581], [0.363, -1.150, 4.359], [2.476, 1.729, -2.957], [4.089, 1.625, -2.209], [-2.351, 0.416, -2.407], [1.606, 2.419, 1.138], [-0.980, -1.480, -1.375], [2.740, 2.435, 2.460], [-1.851, -1.962, 3.002], [-1.206, -3.506, 2.619], [-1.820, 3.312, -2.077], [2.466, 2.863, -0.376], [-0.333, 1.495, -1.887], [-2.752, 0.274, 1.077], [-2.439, 0.181, -0.546], [-2.543, 0.934, 0.236], [1.804, 0.903, -2.721], [2.028, 0.451, 3.809], [2.107, 2.684, -2.583], [1.172, 0.011, 3.297], [1.765, -0.951, 1.890], [-0.400, -0.316, 0.596], [1.205, 0.609, -0.980], [1.335, 1.372, 1.004], [0.188, -0.740, -0.218], [0.567, -4.388, -2.481], [-1.497, -1.692, 3.997], [-4.018, 1.977, 0.046], [-0.038, -4.286, -1.580], [-2.926, -2.005, 2.826], [-1.012, 1.838, 0.378], [-0.402, 1.862, -4.208], [-0.009, -5.915, -0.947]],
  "nbo_charge": [0.03, 0.20, -0.01, -0.29, 0.05, 0.09, 0.02, 0.06, 0.01, -0.43, -0.04, 0.05, -0.39, -0.02, 0.01, -0.44, 0.00, -0.01, 0.03, 0.24, 0.23, 0.23, -0.44, 0.24, 0.26, 0.22, -0.28, 0.00, 0.17, -0.05, 0.28, -0.36, 0.24, 0.23, -0.05, -0.29, 0.23, -0.03, 0.01, 0.02]
}



3.
{
  "formula": "CH8N5",
  "method": "ωB97M-V/def2-TZVPD",
  "smiles": "NNCNN=[NH2+]",
  "total_energy_ev": -8607.9397,
  "e_homo_ev": -13.82,
  "multiplicity": 1,
  "max_force_ev_per_a": 1.76,
  "charge": 1,
  "orbital_gap_ev": 9.991,
  "de_lowest_ev": 3.545,
  "elements": ["N", "H", "H", "N", "H", "N", "H", "H", "C", "N", "H", "H", "N", "H"],
  "coordinates": [[-0.945, 0.196, -0.013], [-2.980, -1.268, -0.336], [3.052, -0.432, 0.284], [2.108, -0.619, -0.047], [2.159, -1.316, -0.785], [1.493, 0.564, -0.500], [-4.016, 0.158, -0.368], [0.605, 0.913, 1.299], [0.494, 1.082, 0.230], [-2.138, 0.561, -0.107], [-0.702, -0.804, -0.055], [1.674, 0.887, -1.442], [-3.095, -0.252, -0.278], [0.196, 2.091, -0.032]],
  "nbo_charge": [-0.32, 0.39, 0.38, -0.67, 0.37, -0.45, 0.43, 0.23, 0.01, 0.15, 0.36, 0.40, -0.50, 0.23]
}



4.
{
  "formula": "CH3NOP2S",
  "method": "ωB97M-V/def2-TZVPD",
  "total_energy_ev": -34033.4969,
  "e_homo_ev": [-8.20, -8.20],
  "multiplicity": 1,
  "max_force_ev_per_a": 4.20,
  "charge": 0,
  "orbital_gap_ev": [6.592, 6.590],
  "de_lowest_ev": 3.038,
  "elements": ["O", "S", "C", "P", "N", "H", "H", "P", "H"],
  "coordinates": [[-2.017, 1.049, -1.233], [-2.789, 2.506, 0.991], [0.631, -0.205, 0.204], [-2.982, 2.212, -1.139], [-1.435, 1.411, 1.161], [1.188, 0.669, 0.051], [0.770, -1.152, -0.347], [-1.029, 0.229, 0.162], [-2.013, -0.821, 0.412]],
  "nbo_charge": [-1.07, 0.26, -1.02, 1.06, -1.19, 0.23, 0.24, 1.55, -0.06]
}



> What is the formula in the third record?

CH8N5



Please write out number 3 again, unchanged.
{
  "formula": "CH8N5",
  "method": "ωB97M-V/def2-TZVPD",
  "smiles": "NNCNN=[NH2+]",
  "total_energy_ev": -8607.9397,
  "e_homo_ev": -13.82,
  "multiplicity": 1,
  "max_force_ev_per_a": 1.76,
  "charge": 1,
  "orbital_gap_ev": 9.991,
  "de_lowest_ev": 3.545,
  "elements": ["N", "H", "H", "N", "H", "N", "H", "H", "C", "N", "H", "H", "N", "H"],
  "coordinates": [[-0.945, 0.196, -0.013], [-2.980, -1.268, -0.336], [3.052, -0.432, 0.284], [2.108, -0.619, -0.047], [2.159, -1.316, -0.785], [1.493, 0.564, -0.500], [-4.016, 0.158, -0.368], [0.605, 0.913, 1.299], [0.494, 1.082, 0.230], [-2.138, 0.561, -0.107], [-0.702, -0.804, -0.055], [1.674, 0.887, -1.442], [-3.095, -0.252, -0.278], [0.196, 2.091, -0.032]],
  "nbo_charge": [-0.32, 0.39, 0.38, -0.67, 0.37, -0.45, 0.43, 0.23, 0.01, 0.15, 0.36, 0.40, -0.50, 0.23]
}



Please write out number 1 again, unchanged.
{
  "formula": "C15H15NO2",
  "method": "ωB97M-V/def2-TZVPD",
  "smiles": "Cc1ccc([C@H](C[N+](=O)[O-])c2ccccc2)cc1",
  "total_energy_ev": -21378.7024,
  "e_homo_ev": -8.90,
  "multiplicity": 1,
  "max_force_ev_per_a": 5.60,
  "charge": 0,
  "orbital_gap_ev": 8.200,
  "de_lowest_ev": 4.824,
  "elements": ["C", "H", "H", "N", "O", "C", "C", "O", "C", "H", "H", "C", "H", "H", "H", "C", "C", "H", "C", "C", "H", "C", "C", "C", "C", "H", "H", "C", "H", "H", "C", "H", "H"],
  "coordinates": [[-0.820, -2.444, 1.914], [-1.969, -3.539, 5.550], [-1.211, -6.374, 1.825], [-1.620, -1.541, 1.270], [-1.910, -0.453, 1.879], [-3.270, -1.800, 5.447], [-3.818, -2.623, 2.836], [-2.271, -1.986, 0.249], [0.657, -6.803, 2.936], [0.819, -7.714, 2.358], [0.052, -3.370, 4.688], [-0.709, -4.759, 3.186], [-0.189, -1.956, 2.683], [1.855, -4.979, 5.480], [3.459, -7.108, 3.370], [-0.438, -6.038, 2.581], [0.183, -4.348, 4.221], [-2.003, -3.991, 1.594], [1.533, -6.368, 3.921], [-4.646, -1.678, 3.462], [-4.905, -0.397, 5.150], [-1.735, -3.812, 2.653], [1.209, -5.201, 4.641], [-2.547, -2.901, 4.891], [-4.285, -1.180, 4.719], [3.254, -6.859, 5.071], [-3.018, -1.393, 6.435], [-2.716, -3.155, 3.530], [-4.096, -3.042, 1.867], [-5.500, -1.293, 2.913], [2.753, -7.186, 4.185], [2.533, -8.240, 4.283], [-0.429, -3.220, 1.213]],
  "nbo_charge": [-0.29, 0.23, 0.22, 0.45, -0.37, -0.20, -0.21, -0.42, -0.21, 0.22, 0.21, -0.09, 0.24, 0.21, 0.22, -0.18, -0.14, 0.25, 0.00, -0.18, 0.22, -0.16, -0.23, -0.22, -0.22, 0.21, 0.22, -0.07, 0.23, 0.22, -0.63, 0.22, 0.25]
}



Please write out number 3 again, unchanged.
{
  "formula": "CH8N5",
  "method": "ωB97M-V/def2-TZVPD",
  "smiles": "NNCNN=[NH2+]",
  "total_energy_ev": -8607.9397,
  "e_homo_ev": -13.82,
  "multiplicity": 1,
  "max_force_ev_per_a": 1.76,
  "charge": 1,
  "orbital_gap_ev": 9.991,
  "de_lowest_ev": 3.545,
  "elements": ["N", "H", "H", "N", "H", "N", "H", "H", "C", "N", "H", "H", "N", "H"],
  "coordinates": [[-0.945, 0.196, -0.013], [-2.980, -1.268, -0.336], [3.052, -0.432, 0.284], [2.108, -0.619, -0.047], [2.159, -1.316, -0.785], [1.493, 0.564, -0.500], [-4.016, 0.158, -0.368], [0.605, 0.913, 1.299], [0.494, 1.082, 0.230], [-2.138, 0.561, -0.107], [-0.702, -0.804, -0.055], [1.674, 0.887, -1.442], [-3.095, -0.252, -0.278], [0.196, 2.091, -0.032]],
  "nbo_charge": [-0.32, 0.39, 0.38, -0.67, 0.37, -0.45, 0.43, 0.23, 0.01, 0.15, 0.36, 0.40, -0.50, 0.23]
}